Record 1
This record from the OMol25 dataset describes a molecular structure, C50H56BBrF4I2O11S. The level of theory is the ωB97M-V functional and the def2-TZVPD basis.

Molar mass = 1285.6 g mol⁻¹
Gap between HOMO and LUMO = 7.53 eV
Multiplicity = 1

Last column: Mulliken charge in e.
Cartesian coordinates (Å):
C 7.97992 3.45539 4.46692  -1.206
C 7.89279 2.00863 3.97847  -0.356
C 7.19875 1.85951 2.62526  -0.559
O 5.89337 1.32568 2.82741  -0.206
C 4.93030 1.74659 1.90697  -0.519
C 3.83007 0.68905 1.71634  -1.221
I 3.40599 -0.34806 3.58370  0.083
O 2.72065 1.21348 1.06764  1.081
C 1.96436 2.32809 1.52066  -0.664
F 2.20128 2.50506 2.87837  -0.473
B 2.41761 3.70142 0.79727  1.030
O 2.48583 4.80889 1.60755  -0.465
O 2.81298 3.67990 -0.49952  -0.354
C 3.76531 4.60817 -1.00716  -1.026
C 0.42519 2.03846 1.28660  1.368
C -0.19217 1.48735 2.58958  -1.177
C -0.44906 2.45189 3.75341  -1.348
O 0.06032 1.89077 4.96666  -0.579
C 0.21241 0.92397 0.25165  -1.335
S 0.80536 1.21444 -1.43054  -0.218
C 1.01151 -0.50386 -1.96972  -0.370
C -0.18497 -1.41618 -1.73602  -1.328
O 0.03009 3.36205 0.84594  -0.309
C -1.17286 3.89474 0.36333  -0.359
I -2.35781 4.79796 2.00819  0.034
C -2.13152 2.99686 -0.40763  -0.642
C -3.03084 2.02998 0.37749  -0.413
C -3.20580 0.65203 -0.27057  -1.128
O -2.83277 -0.33490 0.67228  -0.178
C -3.32941 -1.62201 0.38009  -0.914
C -0.63626 5.06237 -0.52547  -0.184
Br -1.86745 6.54262 -0.72148  -0.023
C -0.18461 4.61194 -1.90758  0.996
C 0.46813 5.72249 -2.74687  -1.542
C 4.29833 -0.39205 0.73055  0.682
F 5.44026 -0.93349 1.09917  -0.259
F 4.50278 0.14225 -0.47253  -0.256
F 3.41873 -1.35825 0.56941  -0.248
H 8.80516 3.99129 3.99183  0.314
H 8.10348 3.50976 5.54969  0.353
H 7.05633 3.99323 4.22805  0.308
H 7.30877 1.42394 4.69374  0.275
H 8.88737 1.55956 3.92286  0.329
H 7.12451 2.83647 2.12636  0.424
H 7.76014 1.19991 1.95178  0.267
H 4.46126 2.68395 2.22811  0.604
H 5.37388 1.92018 0.91573  0.564
H 2.34721 5.64190 1.13828  0.351
H 4.42666 4.06133 -1.67946  0.272
H 4.35338 5.05358 -0.20044  0.346
H 3.26819 5.40229 -1.57226  0.277
H 0.52130 0.75146 2.96560  0.248
H -1.09069 0.91813 2.33681  0.863
H -1.51513 2.62545 3.89833  0.297
H 0.00866 3.42381 3.55885  0.403
H 0.84817 2.38341 5.22835  0.336
H -0.84925 0.68272 0.22390  0.411
H 0.71534 0.04584 0.66110  1.168
H 1.89755 -0.90214 -1.46931  0.013
H 1.22886 -0.42384 -3.03696  0.581
H 0.02702 -2.41712 -2.12640  0.520
H -1.07542 -1.04607 -2.25100  0.184
H -0.41077 -1.53016 -0.67422  0.440
H -2.76248 3.70158 -0.96027  0.650
H -1.55364 2.45775 -1.16653  0.239
H -2.67022 1.88957 1.39754  -0.230
H -4.01838 2.48582 0.47605  0.857
H -2.58593 0.55138 -1.17472  0.139
H -4.24657 0.49943 -0.58857  0.643
H -2.87800 -2.31735 1.08731  0.269
H -4.42047 -1.65142 0.50427  0.253
H -3.08404 -1.93289 -0.64384  0.375
H 0.23455 5.44914 0.00293  0.350
H 0.55395 3.82041 -1.76700  -0.577
H -1.03452 4.20048 -2.45439  0.392
H 0.77733 6.57237 -2.13187  0.380
H -0.19860 6.08469 -3.52882  0.375
H 1.36740 5.33873 -3.23567  0.362
C 2.20749 -2.98477 -4.41582  0.000
C 3.19159 -3.79764 -4.96833  -0.831
C 3.24086 -3.99461 -6.33791  -0.555
C 2.29990 -3.38665 -7.16098  0.194
C 1.30349 -2.58401 -6.60442  -0.247
C 1.26479 -2.38212 -5.23039  -0.169
C 0.25991 -1.94127 -7.45498  0.540
O -0.59817 -1.23560 -6.96977  -0.664
C 0.31006 -2.20344 -8.92232  0.140
C -0.67351 -1.65441 -9.73634  -0.524
C -0.64199 -1.87562 -11.10259  -0.494
C 0.37461 -2.64136 -11.66304  -0.487
C 1.35569 -3.19264 -10.85667  -0.561
C 1.32492 -2.98034 -9.48362  0.136
C 2.38254 -3.60339 -8.63505  0.640
O 3.27385 -4.26290 -9.12396  -0.659
H 2.17369 -2.82929 -3.34492  0.274
H 3.92120 -4.27536 -4.32779  0.411
H 4.00194 -4.61757 -6.78744  0.483
H 0.48487 -1.75437 -4.81995  0.622
H -1.45377 -1.05864 -9.28289  0.470
H -1.41033 -1.45046 -11.73494  0.395
H 0.39907 -2.80891 -12.73183  0.402
H 2.15262 -3.79279 -11.27393  0.477
C -7.98908 -7.05301 6.00881  -0.477
C -7.41688 -6.96696 7.27345  -0.490
C -6.57629 -5.91239 7.58628  -0.550
C -6.29813 -4.94067 6.63245  0.187
C -6.86257 -5.03370 5.35950  0.164
C -7.71287 -6.08970 5.05376  -0.550
C -6.56073 -4.02269 4.30462  0.581
O -7.05731 -4.09900 3.20095  -0.661
C -5.62130 -2.91967 4.65654  0.206
C -5.28866 -1.98644 3.68238  -0.866
C -4.42491 -0.94762 3.98421  -0.087
C -3.89214 -0.83207 5.26390  -0.629
C -4.21910 -1.75961 6.23875  -0.743
C -5.08021 -2.80874 5.93870  0.177
C -5.39973 -3.80646 7.00020  0.669
O -4.94680 -3.70336 8.11956  -0.656
H -8.65029 -7.87542 5.76898  0.400
H -7.62918 -7.72502 8.01597  0.395
H -6.12609 -5.82552 8.56565  0.476
H -8.14585 -6.14087 4.06415  0.470
H -5.71577 -2.09124 2.69433  0.510
H -4.15975 -0.22758 3.21956  0.457
H -3.21796 -0.01800 5.49715  0.498
H -3.81284 -1.68785 7.23837  0.483

Record 2
This record from the OMol25 dataset describes a molecular structure, C50H59As2N11O10S2Ti. The level of theory is the ωB97M-V functional and the def2-TZVPD basis.

Molar mass = 1235.9 g mol⁻¹
Gap between HOMO and LUMO (alpha / beta) = 3.67 / 3.61 eV
Multiplicity = 1

Last column: Mulliken charge in e.
Cartesian coordinates (Å):
Ti -0.36694 -0.14376 -0.05692  -1.314
C 2.94986 -1.68748 2.23550  -2.142
C 1.90980 -1.36474 1.21700  0.937
N 0.78249 -0.78658 1.50682  1.833
N 0.62106 -0.44986 2.82483  -1.776
C -0.64263 -0.22066 3.13518  0.227
N -0.86399 0.16641 4.41536  -0.106
S -1.97906 -0.38815 2.07095  -0.364
C 2.04120 -1.81162 -0.17700  0.058
C 3.11714 -2.54014 -0.64823  -0.501
C 3.12012 -2.97694 -1.96112  -0.940
C 2.04607 -2.67109 -2.77381  -0.820
C 1.01063 -1.93212 -2.24326  -0.964
N 0.99631 -1.52892 -0.96463  1.464
H 2.71708 -1.18659 3.16650  0.382
H 2.97640 -2.76692 2.41831  0.396
H 3.94064 -1.38164 1.88723  0.442
H -0.08177 0.53262 4.93631  -0.102
H -1.77008 0.54841 4.61853  0.338
H 3.94777 -2.74799 0.01526  0.520
H 3.95826 -3.54310 -2.34919  0.460
H 2.00354 -2.97981 -3.81151  0.622
H 0.16362 -1.65061 -2.85652  0.505
C -1.33042 1.38911 7.62698  -1.534
C -0.44266 2.28281 6.79388  0.968
C 0.67051 1.77929 6.12736  -0.919
C 1.51066 2.60038 5.38610  0.317
C 1.24869 3.96318 5.29758  -0.128
N 2.10133 4.86241 4.59394  -0.046
C 2.99239 4.51728 3.59728  0.210
O 4.08251 5.03557 3.47054  -0.666
N 2.55327 3.50310 2.76274  0.125
C 1.25424 3.30296 2.23030  -0.061
C 0.17026 4.15402 2.39824  -0.402
C -1.02584 3.82182 1.79250  -1.604
C -1.13358 2.65109 1.06953  -0.729
N -0.09637 1.81889 0.91613  1.910
C 1.06213 2.16729 1.47342  -0.509
C 0.13705 4.48002 5.95086  -0.529
C -0.69267 3.64855 6.68938  -0.957
H -1.24902 0.34654 7.31620  0.350
H -2.37683 1.68885 7.54940  0.381
H -1.05266 1.44270 8.68256  0.370
H 0.90585 0.72134 6.20708  0.626
H 2.37516 2.18011 4.88660  0.405
H 2.38250 5.69277 5.08746  0.285
H 3.30903 3.13325 2.21082  0.196
H 0.26543 5.06866 2.96894  0.606
H -1.88300 4.47761 1.86944  0.589
H -2.06258 2.35773 0.61636  0.470
H 1.89792 1.49488 1.31594  -0.085
H -0.07878 5.54231 5.87845  0.444
H -1.55669 4.07245 7.19143  0.405
C -4.21046 2.04464 -5.10884  -1.089
C -3.65350 3.15145 -4.25892  1.020
C -4.36583 4.30988 -3.99168  -0.816
C -3.74687 5.24270 -3.17740  -0.301
N -2.54126 5.06883 -2.64441  -0.579
C -1.91410 3.91662 -2.95483  0.340
S -0.34586 3.64790 -2.22037  -0.471
N -2.43236 2.96114 -3.75082  -0.042
H -5.03027 2.39356 -5.73751  0.470
H -4.57963 1.24324 -4.46697  0.058
H -3.42033 1.62743 -5.73160  0.275
H -5.35281 4.48189 -4.40378  0.420
H -4.24636 6.17658 -2.93031  0.402
C -4.25220 1.74375 -1.18810  -1.078
O -3.84657 0.61846 -1.99697  -0.215
C -2.80069 -0.08295 -1.60894  -0.712
O -2.10617 0.39634 -0.63235  2.243
C -2.45553 -1.27194 -2.25148  -0.168
C -3.24004 -1.87997 -3.27974  0.772
As -5.13603 -1.96284 -2.86468  0.162
C -5.64302 -3.73958 -3.54917  -1.237
C -4.84337 -2.66823 -0.99259  0.623
C -3.74216 -2.78742 -0.25910  1.399
As -1.83532 -2.47343 -0.81917  0.774
C -1.63669 -4.18357 -1.71364  -1.296
C -3.88017 -3.17406 1.18205  -1.432
O -4.83795 -2.97796 1.88182  -0.559
O -2.73886 -3.72018 1.64009  -0.284
C -2.69083 -3.91878 3.06157  -0.860
C -6.22487 -2.93206 -0.41487  0.000
O -7.03950 -2.05518 -0.37200  -0.608
O -6.58832 -4.18494 -0.07823  -0.355
C -5.67921 -5.28834 -0.19613  -0.309
C -2.53560 -2.58006 -4.34891  -0.172
O -1.32846 -2.68616 -4.45000  -0.590
O -3.36062 -3.10093 -5.28564  -0.306
C -2.70428 -3.76284 -6.37418  -0.812
H -5.20704 2.05833 -1.59550  0.279
H -3.53050 2.55362 -1.26745  0.164
H -4.37141 1.44628 -0.15005  0.407
H -5.89050 -3.64648 -4.60268  0.388
H -6.53513 -4.05714 -3.00442  0.422
H -4.84994 -4.47747 -3.43320  0.237
H -2.42190 -4.29875 -2.45291  0.120
H -1.72692 -4.94904 -0.94694  0.504
H -0.66508 -4.25378 -2.19577  0.214
H -1.65675 -4.15235 3.29500  0.253
H -3.34414 -4.74054 3.35108  0.284
H -2.99936 -3.01185 3.57434  0.321
H -6.29743 -6.17995 -0.19962  0.352
H -5.00377 -5.32776 0.65673  0.142
H -5.10513 -5.24313 -1.11714  0.133
H -3.48991 -4.25230 -6.94053  0.246
H -1.98487 -4.49363 -6.01457  0.298
H -2.18151 -3.04400 -7.00364  0.273
C 4.40271 4.53213 -2.62326  -1.209
C 4.15443 3.50145 -3.72353  -0.321
N 4.73933 2.18510 -3.44676  0.261
C 6.18393 2.01604 -3.62808  -0.716
C 7.01454 2.20750 -2.36114  -0.993
C 4.06232 1.14806 -2.86980  -0.668
O 4.66586 0.17538 -2.41252  -0.679
C 2.56779 1.20331 -2.85402  1.395
C 1.78441 1.32576 -4.05695  -0.613
C 0.45251 1.47256 -3.95407  -1.042
C -0.15792 1.55969 -2.62670  0.034
N 0.54179 0.97915 -1.56687  2.217
C 1.90393 0.98938 -1.70020  -1.064
H 3.77369 5.41083 -2.78671  0.418
H 5.44498 4.85967 -2.59238  0.346
H 4.14579 4.10693 -1.64915  0.246
H 4.56849 3.85434 -4.66927  0.422
H 3.08285 3.39386 -3.86089  0.201
H 6.49481 2.72527 -4.39543  0.418
H 6.35131 1.01054 -4.00735  0.359
H 6.90931 3.21627 -1.95765  0.251
H 8.07277 2.03866 -2.58345  0.382
H 6.70190 1.48930 -1.60424  0.245
H 2.27816 1.27719 -5.02277  0.509
H -0.19940 1.58499 -4.81264  0.642
H -1.21803 1.40885 -2.61833  -0.427
H 2.48100 0.76374 -0.80938  0.035

Record 3
This record from the OMol25 dataset describes a molecular structure, C50H59BrCl2N2O14PS. The level of theory is the ωB97M-V functional and the def2-TZVPD basis.

Net charge = +1
Molar mass = 1125.9 g mol⁻¹
Gap between HOMO and LUMO = 7.40 eV
Multiplicity = 1

Last column: Mulliken charge in e.
Cartesian coordinates (Å):
C -2.64450 4.13125 1.13123  -1.329
C -1.94748 3.16996 0.13913  -0.784
C -1.26391 2.03738 0.89683  2.003
Cl -0.01952 2.75955 1.93964  -0.155
N -0.75354 0.74507 0.11049  1.222
C 0.33290 0.12986 0.99047  -3.163
S 1.13226 -1.51405 0.79361  1.296
O 1.12452 -1.98953 2.15148  -0.660
O 2.34647 -1.21845 0.08662  -0.684
C -1.90496 -0.33034 0.04875  -0.161
C -3.29139 0.28637 -0.18659  -1.468
C -4.31197 -0.78828 -0.48994  0.450
O -4.50373 -1.75930 0.15135  -0.420
Cl -5.31815 -0.38622 -1.87043  -0.152
C -1.94150 -1.31081 1.24443  0.662
C -2.23028 -0.95362 2.56811  -0.444
C -2.20486 -1.95714 3.53467  -0.795
C -1.94840 -3.26309 3.15284  -0.410
C -1.72439 -3.51279 1.81642  -0.632
N -1.70212 -2.56401 0.88874  -0.259
O -1.52028 -1.12056 -1.01432  -0.452
C -0.65157 -0.54569 -1.99949  -0.142
O 0.39041 -1.45363 -2.06790  0.104
C 1.33873 -1.29086 -3.15002  -1.803
C 2.78075 -1.53438 -2.74636  2.082
C 3.59359 -1.42724 -4.04436  -1.701
C 2.92533 -2.90208 -2.08664  -1.318
C 4.19442 -3.17299 -1.23505  0.789
C 4.95762 -4.38520 -1.78087  -1.728
C 5.15978 -2.00617 -1.07586  -1.481
P -1.90727 -0.51185 -3.42740  -0.079
C -2.43172 -2.26029 -3.48994  -1.397
C -1.06690 -0.35814 -5.04931  -0.009
C -2.15068 -0.29254 -6.13554  -1.450
C -0.26070 0.84504 -1.33682  1.145
Br -1.20976 2.24318 -2.45282  0.007
C 1.19244 1.25366 -1.45797  -1.429
O 1.39262 2.39789 -0.68013  -0.372
C 2.70206 2.52234 -0.14597  -0.771
H -2.07123 5.03215 1.32131  0.459
H -3.58988 4.44630 0.69360  0.231
H -2.91046 3.61636 2.04041  0.246
H -1.18923 3.70094 -0.42278  0.492
H -2.71270 2.80019 -0.52543  0.018
H -1.96771 1.62283 1.60275  -0.718
H 1.19536 0.77823 0.95052  1.041
H -0.06233 0.08869 1.99352  1.700
H 0.29517 -2.25045 0.03593  0.142
H -3.27666 1.01794 -0.98416  0.923
H -3.64626 0.78276 0.71934  0.102
H -2.46618 0.05160 2.88546  0.446
H -2.38982 -1.71178 4.57019  0.600
H -1.90970 -4.06612 3.87198  0.478
H -1.52380 -4.52002 1.48038  0.496
H 1.07929 -2.02924 -3.91210  0.596
H 1.21351 -0.31575 -3.61894  0.539
H 3.11200 -0.73023 -2.09078  -0.302
H 4.64587 -1.26603 -3.83378  0.332
H 3.25212 -0.58534 -4.64974  0.475
H 3.48298 -2.33217 -4.63889  0.369
H 2.90839 -3.63208 -2.90134  0.911
H 2.04689 -3.12654 -1.48512  0.100
H 3.86083 -3.43170 -0.22900  0.337
H 5.67345 -4.69624 -1.01721  0.494
H 5.56157 -4.06421 -2.62500  0.328
H 4.31181 -5.22281 -2.03044  0.427
H 5.91946 -2.27176 -0.34079  0.513
H 4.66915 -1.11298 -0.68844  0.107
H 5.67458 -1.76723 -2.00439  0.229
H -3.15253 -2.30912 -4.30293  0.460
H -1.60816 -2.93204 -3.73940  0.334
H -2.87456 -2.57963 -2.55336  0.334
H -0.51729 0.58429 -5.05183  0.420
H -0.37368 -1.16124 -5.28174  0.237
H -1.72988 0.13599 -7.04288  0.427
H -2.98229 0.34058 -5.82992  0.389
H -2.52835 -1.28145 -6.38078  0.332
H 1.38014 1.46734 -2.51139  0.983
H 1.85094 0.43369 -1.16458  0.090
H 2.74045 3.47720 0.36471  0.288
H 2.92475 1.72131 0.56519  0.295
H 3.45311 2.49116 -0.93611  0.351
C 1.86311 -1.25539 5.42977  -0.416
C 0.54497 -1.28711 5.59904  0.035
C -0.07400 -1.05454 6.92309  0.386
O -1.28296 -1.09478 7.05107  -0.557
C 0.82267 -0.78063 8.06853  -0.496
C 2.14294 -0.74369 7.90748  -0.510
C 2.76991 -0.97624 6.57733  0.165
O 3.96907 -0.93757 6.43107  -0.525
H 2.33432 -1.42778 4.46961  0.611
H -0.14165 -1.48488 4.78770  0.340
H 0.34462 -0.61625 9.02588  0.429
H 2.82429 -0.54564 8.72485  0.421
C 7.92211 -7.51811 -4.21058  -0.382
C 7.40809 -6.29242 -4.17626  -0.174
C 8.24840 -5.11090 -3.86334  0.447
O 7.77195 -3.99568 -3.83103  -0.548
C 9.68823 -5.34401 -3.58993  -0.397
C 10.20556 -6.56874 -3.62274  -0.369
C 9.36464 -7.75431 -3.93613  0.334
O 9.83446 -8.86868 -3.96716  -0.531
H 7.33058 -8.39605 -4.43642  0.410
H 6.36249 -6.09215 -4.37369  0.412
H 10.27930 -4.46538 -3.36531  0.414
H 11.25150 -6.76691 -3.42687  0.405
C -6.09304 4.75789 5.50210  -0.408
C -5.56391 4.28958 4.37528  -0.376
C -4.83434 3.00115 4.35630  0.317
O -4.34842 2.58916 3.31484  -0.387
C -4.71391 2.24850 5.62076  -0.406
C -5.23877 2.71284 6.75043  -0.496
C -5.97264 4.00680 6.78129  0.231
O -6.45042 4.43333 7.80634  -0.520
H -6.63100 5.69602 5.54974  0.448
H -5.63595 4.81283 3.42906  0.556
H -4.17520 1.31474 5.58346  0.556
H -5.15637 2.18105 7.68913  0.447
C -5.80144 6.55760 -1.82490  -0.343
C -5.96511 7.59239 -2.64382  -0.375
C -5.95921 8.98912 -2.13138  0.302
O -6.10707 9.93028 -2.87522  -0.522
C -5.76394 9.18134 -0.66948  -0.401
C -5.60115 8.14404 0.14667  -0.346
C -5.60503 6.75359 -0.36796  0.494
O -5.45182 5.80563 0.37773  -0.519
H -5.80552 5.53211 -2.17234  0.446
H -6.11116 7.47790 -3.71024  0.410
H -5.76416 10.20598 -0.32056  0.411
H -5.45843 8.25832 1.21367  0.414

Question: What is the formula in the third record?
Answer: C50H59BrCl2N2O14PS

Question: The lowest molar mass belongs to which entry?
Answer: C50H59BrCl2N2O14PS